C75H121N19O25 | wB97M-V/def2-TZVPD

**LUMO level**: -1.083 eV
**HOMO energy**: -8.7214 eV
**Orbital gap**: 7.6 eV
**ΔE to the lowest compared entry with this formula, charge and spin**: 0.000 eV

Each line ends with the Löwdin charge.
Element x y z (Å)
C1 -2.2108 -4.4819 -0.7462  -0.061
C2 -1.1884 -5.3663 -1.2154  -0.030
C3 -0.0485 -5.5291 -0.4314  -0.011
C4 0.0244 -4.8736 0.7797  -0.121
C5 -0.9487 -3.9633 1.2044  0.004
C6 -2.1053 -3.7807 0.4536  -0.081
N1 1.2879 -5.0164 1.5849  -0.336
O1 2.2485 -5.5880 1.1133  0.047
O2 1.3380 -4.4236 2.6294  0.082
H1 -3.1128 -4.3268 -1.4167  0.097
H2 -1.2788 -5.8609 -2.1501  0.094
H3 0.7978 -6.1603 -0.6009  0.078
H4 -0.7540 -3.2768 2.0826  0.119
H5 -2.8717 -3.1780 0.8405  0.079
C7 -5.7030 -1.6649 -2.9315  -0.048
C8 -6.0809 -0.3452 -2.5472  -0.038
C9 -6.0234 0.0160 -1.1982  -0.008
C10 -5.5604 -0.9224 -0.2968  -0.140
C11 -5.1590 -2.1523 -0.6553  -0.040
C12 -5.3100 -2.5793 -1.9469  -0.073
N2 -5.7174 -0.5619 1.1706  -0.314
O3 -6.5103 0.3186 1.4030  0.070
O4 -4.9872 -1.1401 1.9636  0.076
H6 -5.7684 -1.9939 -3.9429  0.097
H7 -6.1951 0.3318 -3.3725  0.104
H8 -6.3667 0.9210 -0.8030  0.082
H9 -4.8513 -2.9441 0.0888  0.119
H10 -5.0745 -3.6006 -2.2287  0.080
C13 4.4416 3.7634 0.6628  -0.062
C14 5.6048 4.3782 0.1765  -0.043
C15 5.5423 5.7573 -0.0777  0.010
C16 4.3311 6.4455 0.1755  -0.144
C17 3.1993 5.7831 0.4757  -0.033
C18 3.2109 4.4206 0.7314  -0.048
N3 4.2773 7.9292 0.0106  -0.381
O5 5.3079 8.5327 0.0041  0.084
O6 3.2239 8.4694 0.0270  0.094
H11 4.3722 2.7396 0.9123  0.077
H12 6.4847 3.7942 -0.1084  0.116
H13 6.2935 6.4524 -0.3679  0.103
H14 2.2355 6.2567 0.4044  0.120
H15 2.2820 3.8778 0.8858  0.096
C19 1.2192 5.2615 -2.8681  -0.059
C20 2.1518 4.2856 -2.5084  -0.056
C21 3.5406 4.4144 -2.8467  -0.009
C22 3.9305 5.4840 -3.6015  -0.162
C23 3.0389 6.5425 -3.9031  0.003
C24 1.7096 6.4097 -3.5207  -0.067
N4 5.3314 5.7177 -3.9846  -0.346
O7 5.7114 6.8316 -4.2924  0.085
O8 5.9823 4.7030 -4.0636  0.050
H16 0.1606 5.2008 -2.5172  0.104
H17 1.7367 3.4161 -1.9686  0.077
H18 4.2150 3.6534 -2.4069  0.132
H19 3.4449 7.4224 -4.3434  0.105
H20 1.0097 7.2744 -3.5867  0.119
C25 -7.4524 -4.7275 0.3659  -0.082
C26 -6.6150 -5.6544 -0.2023  -0.076
C27 -5.5123 -6.0742 0.5113  -0.011
C28 -5.2164 -5.4793 1.7308  -0.123
C29 -6.0142 -4.4966 2.3446  0.005
C30 -7.1862 -4.1674 1.6384  -0.055
N5 -3.9398 -5.9236 2.4350  -0.369
O9 -3.3003 -6.7927 1.9047  0.075
O10 -3.5842 -5.3305 3.3989  0.090
H21 -8.3148 -4.3813 -0.1639  0.103
H22 -6.9045 -6.1037 -1.1511  0.119
H23 -4.8029 -6.8281 0.2070  0.119
H24 -5.7660 -4.0767 3.2932  0.105
H25 -7.8599 -3.3637 1.8930  0.104
C31 5.2134 2.2763 -7.2852  -0.062
C32 4.6725 2.5436 -6.0128  -0.045
C33 3.3524 2.2140 -5.7869  -0.009
C34 2.5853 1.5899 -6.7480  -0.179
C35 3.1184 1.3566 -8.0020  -0.011
C36 4.4777 1.5762 -8.2393  -0.072
N6 1.2163 1.2345 -6.4463  -0.291
O11 0.8043 1.5581 -5.3198  0.042
O12 0.5755 0.5656 -7.2863  0.065
H26 6.2739 2.4549 -7.4845  0.114
H27 5.3588 2.9857 -5.2777  0.095
H28 2.8359 2.2491 -4.8249  0.114
H29 2.5132 0.9364 -8.8431  0.134
H30 4.9330 1.3318 -9.2132  0.115
C37 0.9394 -1.1768 6.4523  -0.398
O13 1.3163 -1.5879 7.5320  0.006
N7 0.5763 0.0497 6.1899  -0.178
C38 0.1408 0.3455 4.8638  -0.050
C39 0.1612 0.9449 7.2358  -0.034
H31 0.8850 -1.8878 5.5494  0.127
H32 0.3765 -0.5317 4.3135  0.057
H33 0.5899 1.2087 4.4323  0.076
H34 -0.9239 0.4365 4.7943  0.075
H35 0.7840 0.7386 8.1384  0.097
H36 0.3383 1.9633 6.8451  0.080
H37 -0.9121 0.8322 7.5519  0.108
C40 -4.5186 1.5143 4.5863  -0.358
O14 -3.5588 1.0620 5.2103  -0.036
N8 -5.7728 1.6352 4.9589  -0.172
C41 -6.7916 2.4403 4.2285  -0.023
C42 -6.1334 1.1819 6.2910  -0.036
H38 -4.2980 1.9527 3.5522  0.134
H39 -7.6384 1.8851 3.8360  0.079
H40 -6.3253 3.0386 3.4402  0.076
H41 -7.2211 3.0990 4.9742  0.079
H42 -6.2052 2.0830 6.9571  0.109
H43 -7.1637 0.7740 6.2544  0.095
H44 -5.4158 0.4418 6.5726  0.056
C43 -0.8483 4.3714 0.3414  -0.347
O15 -1.3895 5.1551 -0.4160  -0.017
N9 -0.6669 4.5424 1.6681  -0.175
C44 -0.2873 3.3889 2.4831  -0.036
C45 -0.8871 5.8328 2.3319  -0.017
H45 -0.4403 3.4194 -0.0333  0.121
H46 0.1540 3.6499 3.4419  0.082
H47 0.4166 2.8296 1.8302  0.073
H48 -1.1995 2.8323 2.6742  0.087
H49 -1.8578 5.7792 2.8162  0.071
H50 -0.0787 5.8467 3.0789  0.086
H51 -0.8732 6.6589 1.6082  0.099
C46 -3.9822 -5.0543 -4.9470  -0.317
O16 -4.3325 -5.3130 -3.8222  0.015
N10 -2.8517 -4.3397 -5.2701  -0.170
C47 -2.4821 -4.2209 -6.6373  -0.073
C48 -2.0329 -3.7826 -4.2090  -0.034
H52 -4.3485 -5.4917 -5.8654  0.125
H53 -2.2433 -3.2016 -6.9226  0.087
H54 -3.3070 -4.4844 -7.2786  0.079
H55 -1.6071 -4.8285 -6.9002  0.099
H56 -1.1194 -4.2422 -3.8704  0.081
H57 -1.6437 -2.7985 -4.5493  0.087
H58 -2.6290 -3.5322 -3.3715  0.045
C49 2.3639 -6.2111 -2.8459  -0.300
O17 1.5359 -5.9282 -3.7164  -0.010
N11 3.6731 -5.8748 -2.9457  -0.204
C50 4.6002 -5.9707 -1.9037  -0.076
C51 4.1818 -5.2034 -4.1223  -0.047
H59 2.1249 -6.6586 -1.8495  0.125
H60 5.5067 -6.4287 -2.3294  0.097
H61 4.2427 -6.5099 -1.0329  0.096
H62 4.8959 -4.9883 -1.6169  0.070
H63 5.1439 -5.7057 -4.3846  0.106
H64 3.4050 -5.2803 -4.8874  0.084
H65 4.3784 -4.1127 -4.0983  0.073
C52 -3.8102 4.7202 1.3590  -0.310
O18 -3.8088 4.1051 2.4591  -0.037
N12 -4.5721 4.3837 0.3260  -0.154
C53 -4.4786 5.2020 -0.8889  -0.039
C54 -5.5109 3.3229 0.2502  -0.057
H66 -3.2240 5.6252 1.2825  0.110
H67 -4.1112 4.5977 -1.7086  0.077
H68 -3.6594 5.8842 -0.6761  0.068
H69 -5.3527 5.7795 -1.1868  0.092
H70 -5.1315 2.4752 0.8037  0.074
H71 -6.4878 3.4805 0.6528  0.087
H72 -5.6271 3.1002 -0.8082  0.084
C55 5.0567 -0.4054 -0.7818  -0.326
O19 5.5071 0.6724 -0.4277  0.006
N13 3.9466 -0.9665 -0.2311  -0.159
C56 3.3453 -2.1863 -0.6514  -0.059
C57 3.4218 -0.3623 0.9587  -0.043
H73 5.4999 -0.8978 -1.6857  0.129
H74 2.2576 -2.0966 -0.9735  0.091
H75 3.2143 -2.8872 0.2157  0.093
H76 3.8646 -2.7402 -1.3954  0.060
H77 4.1650 -0.1923 1.6801  0.050
H78 2.8710 0.5695 0.7186  0.098
H79 2.6993 -1.0621 1.3638  0.084
C58 -2.8426 0.5912 -1.9826  -0.356
O20 -2.8593 1.1245 -0.8794  0.002
N14 -2.2565 1.1386 -3.0640  -0.132
C59 -2.2696 0.4500 -4.3541  -0.054
C60 -1.5892 2.4556 -3.0466  -0.006
H80 -3.2809 -0.3714 -2.2532  0.109
H81 -2.5244 -0.6167 -4.2845  0.067
H82 -1.2749 0.2892 -4.7234  0.051
H83 -2.8603 0.9134 -5.1987  0.111
H84 -0.8308 2.4824 -3.7755  0.052
H85 -2.3397 3.2719 -3.1356  0.103
H86 -1.1255 2.6628 -2.1174  0.049
C61 2.3799 4.7169 5.7725  -0.338
O21 1.8858 5.6543 5.1822  -0.005
N15 3.6433 4.2475 5.5599  -0.197
C62 4.1301 3.1989 6.3551  -0.085
C63 4.4840 5.1160 4.7505  -0.039
H87 1.7770 4.2405 6.5599  0.131
H88 5.1686 3.0010 6.0205  0.099
H89 3.5770 2.2169 6.3312  0.102
H90 4.2075 3.5137 7.3957  0.084
H91 3.9642 5.8378 4.1453  0.074
H92 5.1770 5.6383 5.3983  0.088
H93 5.0681 4.5268 4.0192  0.092
C64 3.5943 -1.2292 3.9716  -0.350
O22 3.8347 -0.0374 4.0082  0.005
N16 4.4251 -2.2247 3.5748  -0.203
C65 4.1414 -3.6073 3.8147  -0.050
C66 5.7754 -1.9370 3.2129  -0.064
H94 2.6386 -1.6681 4.2579  0.113
H95 3.3356 -3.7693 4.5500  0.102
H96 5.1384 -3.9446 4.0869  0.082
H97 3.8005 -4.1381 2.8864  0.076
H98 6.0162 -2.4725 2.2798  0.098
H99 6.0505 -0.8573 3.2080  0.109
H100 6.4290 -2.3943 3.9368  0.077
C67 -1.9906 -2.4369 4.9829  -0.369
O23 -1.0260 -2.8712 4.3858  -0.007
N17 -2.4291 -2.7993 6.1821  -0.174
C68 -2.0224 -4.0177 6.8662  -0.029
C69 -3.7082 -2.1503 6.5757  -0.033
H101 -2.5900 -1.6382 4.6098  0.118
H102 -2.6968 -4.8673 6.5289  0.110
H103 -2.1164 -3.7591 7.9275  0.087
H104 -0.9709 -4.2364 6.6653  0.089
H105 -3.8343 -2.2244 7.6323  0.072
H106 -3.7634 -1.0696 6.2283  0.074
H107 -4.5262 -2.6923 6.0835  0.086
C70 2.7546 -1.1304 -4.2562  -0.362
O24 1.6447 -1.5927 -4.2989  0.015
N18 3.7465 -1.4015 -5.0989  -0.189
C71 3.5699 -2.2817 -6.1827  -0.061
C72 5.0915 -0.9776 -4.8370  -0.048
H108 3.0247 -0.4127 -3.4607  0.135
H109 2.5707 -2.6685 -6.1604  0.085
H110 4.2075 -3.2020 -6.0716  0.091
H111 3.8018 -1.9201 -7.1958  0.099
H112 5.4962 -0.6473 -5.7666  0.077
H113 5.0853 -0.1392 -4.1051  0.095
H114 5.6866 -1.8001 -4.3734  0.098
C73 1.0052 0.2977 -1.6854  -0.368
O25 1.5019 1.3727 -1.3334  -0.034
N19 0.2371 -0.4440 -0.9386  -0.119
C74 -0.3567 -1.6287 -1.6143  -0.026
C75 -0.2874 -0.0082 0.3724  -0.003
H115 1.2009 -0.1723 -2.6777  0.104
H116 -0.0010 -2.6081 -1.2378  0.076
H117 -0.1404 -1.6955 -2.6441  0.048
H118 -1.4650 -1.6605 -1.3269  0.099
H119 -0.0866 1.0340 0.6314  0.068
H120 -1.3768 -0.1172 0.3771  0.071
H121 0.0345 -0.7100 1.1230  0.076